## w
C2HN5O | wB97M-V/def2-TZVPD

Values from the calculation:
SMILES string: O=c1ncnnnn1
Molecular weight: 111.06 Da
Total charge: 0
LUMO level: -1.472 eV

XYZ file:
```
9
Properties=species:S:1:pos:R:3:lowdin_charge:R:1
N -0.95449 0.38108 1.11861 0.14
H -0.59608 -1.39302 2.21254 0.16
C -0.43713 1.06484 -0.06576 -0.48
C -0.67465 -0.86425 1.14456 -0.18
O -0.85531 2.01645 -0.65717 0.14
N -0.20707 -1.68278 0.04723 0.02
N 0.58238 -1.45203 -0.80242 0.01
N 1.61260 -0.20919 -0.72485 0.12
N 0.98218 0.68546 -0.12828 0.06
```

***

## x
C2HN5O | wB97M-V/def2-TZVPD

Values from the calculation:
Molecular weight: 111.06 Da
Total charge: 0
LUMO level: -0.800 eV

XYZ file:
```
9
Properties=species:S:1:pos:R:3:lowdin_charge:R:1
N 1.50871 0.90912 0.04735 0.08
N -0.92790 -1.32666 0.04747 0.06
C 0.29914 -0.85044 -0.00608 -0.40
N 2.26950 -0.06367 -0.14613 0.07
C 0.16912 0.51339 0.05205 -0.23
N -1.20359 0.79518 -0.26840 0.02
O 1.51366 -1.24436 -0.08950 0.09
N -1.88829 -0.47419 -0.08400 0.03
H -1.74035 1.74164 0.44725 0.28
```

***

Short version: x is the least stable of them.

***

## w
C3H8NO | wB97M-V/def2-TZVPD

Values from the calculation:
Molecular weight: 74.10 Da
Total charge: +1
LUMO level: -5.936 eV

XYZ file:
```
13
Properties=species:S:1:pos:R:3:lowdin_charge:R:1
H -1.04401 -1.78799 0.87074 0.13
H -0.63551 -0.24566 -0.83604 0.10
C 1.77494 0.58659 0.09910 -0.24
H 1.22784 1.85212 1.73819 0.08
H 2.85306 0.69489 0.28891 0.13
C 0.91631 1.20178 0.91164 0.00
H -2.25079 -0.19980 -1.24313 0.16
H -0.03269 1.42587 0.40006 0.06
N -1.53411 -0.75840 -0.76884 0.19
H 2.11482 -0.10013 -1.57294 0.12
H -2.84842 -1.26475 0.78769 0.13
O 1.32071 -0.10292 -1.02392 -0.04
C -1.86216 -1.30161 0.34853 0.19
```

***

## x
C3H8NO | wB97M-V/def2-TZVPD

Values from the calculation:
Molecular weight: 74.10 Da
Total charge: +1
LUMO level: -8.240 eV

XYZ file:
```
13
Properties=species:S:1:pos:R:3:lowdin_charge:R:1
H 0.70456 -2.62710 -1.49311 0.12
H 0.27985 0.03005 1.99045 0.11
C -0.67136 0.32778 1.57555 0.17
H -0.23568 1.99456 0.22355 -0.02
N 0.29215 -1.13755 0.03026 0.03
H 0.14906 -0.93119 -2.04653 0.12
H 0.64783 -1.67549 0.81649 0.17
H -1.27494 1.11093 1.99843 0.10
C -0.67684 -0.17835 0.29501 0.11
O -0.89593 2.67765 0.04321 -0.05
H 1.71506 -1.22315 -1.37767 0.10
H -0.73150 3.17753 -0.75632 0.06
C 0.69773 -1.54568 -1.29932 -0.02
```

***

## y
C3H8NO | wB97M-V/def2-TZVPD

Values from the calculation:
Molecular weight: 74.10 Da
Total charge: +1
LUMO level: -7.757 eV

XYZ file:
```
13
Properties=species:S:1:pos:R:3:lowdin_charge:R:1
H 1.25310 -0.51239 -1.83129 0.15
H 1.53658 -0.83193 1.09204 0.12
H 0.43962 1.72059 -0.65225 0.14
N 1.51668 -1.24896 0.11266 0.04
H -1.93445 1.23643 -0.41750 0.16
C 0.06361 0.75339 -0.44501 0.25
C -1.21091 0.93144 0.29346 -0.12
H -1.90083 -0.22772 2.02464 0.14
H -0.16004 -1.35713 -1.04718 0.16
C 0.67269 -0.57175 -0.88343 -0.22
H 2.49675 -1.35294 -0.25038 0.12
O -1.82377 -0.23567 1.02529 -0.06
H -0.94904 1.69663 0.97895 0.14
```

***

## z
C3H8NO | wB97M-V/def2-TZVPD

Values from the calculation:
Molecular weight: 74.10 Da
Total charge: +1
LUMO level: -5.092 eV

XYZ file:
```
13
Properties=species:S:1:pos:R:3:lowdin_charge:R:1
H -1.92750 1.21178 -3.41105 0.13
C -1.29505 0.51408 -2.87840 0.17
H 0.65427 -1.50579 3.08275 0.11
C 1.30124 -1.18434 2.25319 -0.04
O 0.28196 0.13724 0.59645 -0.02
H -0.66982 -0.00532 -0.93074 0.10
C 0.93468 0.08382 1.63295 -0.24
H 1.14056 1.03717 2.11084 0.13
N -1.21643 0.53000 -1.61800 0.20
H 2.25778 -1.15030 2.78192 0.10
H -0.68683 -0.19741 -3.42639 0.13
H -1.73227 1.24611 -1.10966 0.16
H 1.24463 -2.02832 1.56848 0.09
```

***

Short version: x is the least stable of them.

***

## w
C4H3N3 | wB97M-V/def2-TZVPD

Values from the calculation:
SMILES string: N#Cc1ncc[nH]1
Molecular weight: 93.09 Da
Total charge: 0
LUMO level: 0.629 eV

XYZ file:
```
10
Properties=species:S:1:pos:R:3:lowdin_charge:R:1
C -1.25417 0.62753 -0.05368 -0.08
C 2.16710 -0.39309 0.06828 -0.13
C 0.73644 -0.30779 0.03873 -0.38
H 0.60169 1.60138 -0.57491 0.16
C -1.33697 -0.72300 0.17137 -0.14
N -0.09805 -1.29953 0.22172 0.11
H -1.99763 1.40211 -0.17078 0.11
N 3.32191 -0.47243 0.10305 0.16
N 0.08939 0.87894 -0.09954 0.08
H -2.22972 -1.31412 0.29575 0.10
```

***

## x
C4H3N3 | wB97M-V/def2-TZVPD

Values from the calculation:
SMILES string: [H]/N=C/[C@@H]1N=C1C#N
Molecular weight: 93.09 Da
Total charge: 0
LUMO level: -0.155 eV

XYZ file:
```
10
Properties=species:S:1:pos:R:3:lowdin_charge:R:1
C 1.19204 -0.32122 -0.54180 -0.22
C -1.90947 0.19594 1.36233 -0.12
C -1.02064 0.45339 0.24438 -0.22
H 1.91686 -0.62577 -1.30311 0.11
C -0.16038 0.10679 -0.99852 -0.21
H -0.40636 -0.16653 -2.05460 0.13
N -2.60146 -0.14844 2.22833 0.16
N 1.39176 -0.35392 0.70948 0.11
N -0.77407 1.38780 -0.57303 0.19
H 2.37173 -0.52804 0.92653 0.06
```

***

Short version: x is the least stable of them.